1.
Density functional theory data (ωB97M-V/def2-TZVPD) for a 9-piece molecular cluster, C9H41N4O7 overall.

The geometry in ORCA input format:
```
! RIJCOSX wB97M-V def2-TZVPD def2/J DEFGRID3
* xyz 0 2
N -18.6240 -24.4701 16.6244
H -19.2344 -25.0771 17.1526
H -18.8971 -24.6370 15.6664
H -17.6329 -24.6634 16.6460
H -18.8016 -23.5008 16.8456
N -19.3861 -28.6026 17.2252
H -19.1256 -29.2659 17.9410
H -20.1267 -29.0313 16.6886
H -18.5210 -28.3319 16.7798
H -19.6533 -27.7925 17.7659
C -21.2057 -25.7423 18.4298
O -19.8359 -25.9913 18.6291
H -21.2375 -24.8682 17.7794
H -21.7430 -26.5568 17.9439
H -21.7860 -25.5428 19.3306
O -18.2315 -31.2071 16.1840
H -18.6775 -32.0324 15.9938
H -17.3138 -31.4521 16.3026
O -18.7554 -30.0817 19.6520
H -18.0707 -30.2813 20.2903
H -19.3017 -30.8675 19.6323
O -17.8601 -27.2149 20.5562
H -18.7251 -27.2285 20.1464
H -17.6666 -28.1344 20.7386
O -17.2834 -27.3568 16.1966
H -16.6894 -26.6229 16.3537
H -16.7487 -28.0043 15.7371
C -23.3322 -29.7551 14.5188
C -22.4365 -29.4262 15.7684
C -22.5890 -30.5704 16.7823
O -22.3689 -30.2096 18.0856
C -23.5545 -29.6445 18.6218
N -21.0688 -29.4191 15.2051
H -23.3963 -28.9322 13.8069
H -24.3428 -29.9528 14.8762
H -23.0490 -30.5973 13.8874
H -22.7013 -28.4432 16.1577
H -21.8166 -31.3026 16.5472
H -23.4965 -31.1693 16.7054
H -23.3366 -29.2329 19.6073
H -24.4111 -30.3179 18.5911
H -23.8412 -28.7121 18.1354
H -20.7831 -30.3650 14.9956
H -21.0810 -29.0528 14.2640
C -21.4011 -25.7313 14.6148
C -20.0917 -26.2354 13.9795
C -20.3699 -26.8942 12.5936
O -21.0708 -28.1468 12.7942
C -21.3533 -28.8653 11.5837
N -19.1759 -25.0391 13.9095
H -22.1091 -26.5056 14.9101
H -21.9055 -24.9855 14.0004
H -21.1868 -25.2103 15.5480
H -19.6430 -26.9153 14.7037
H -19.4133 -27.0786 12.1046
H -20.9126 -26.2071 11.9445
H -21.7889 -28.2407 10.8038
H -22.0521 -29.6953 11.6881
H -20.4339 -29.2971 11.1884
H -19.3128 -24.4599 13.0934
H -18.2076 -25.3257 13.8966
*
```

## Properties
Highest occupied orbital energy (alpha / beta): -2.720 / -7.231 eV
LUMO energy (alpha / beta): 0.083 / 0.013 eV
E_tot: -30285.579 eV
HOMO-LUMO gap (alpha / beta): 2.80 / 7.24 eV
Expectation value of S²: 0.750

Löwdin atomic charge list, values in e, 5 entries: 0.255 0.033 0.026 0.041 0.124


2.
Density functional theory data (ωB97M-V/def2-TZVPD) for a 14-piece molecular cluster, C9H46O14 overall.

The geometry in ORCA input format:
```
! RIJCOSX wB97M-V def2-TZVPD def2/J DEFGRID3
* xyz 0 1
O -1.8923 6.4124 3.7698
H -1.5416 6.1046 2.9341
H -1.9484 7.3628 3.6711
O 3.7535 -5.8123 -0.9550
H 4.0561 -5.4044 -0.1436
H 4.4795 -6.3740 -1.2265
O -5.7065 -1.2917 -4.5533
H -6.4648 -0.8878 -4.9752
H -5.4674 -2.0159 -5.1318
O 0.3964 4.4515 7.1495
H 0.0958 5.2730 7.5382
H 0.0957 4.4914 6.2416
O 4.8927 1.2278 2.9648
H 4.3633 0.8267 3.6541
H 5.7763 0.8915 3.1146
O -6.7233 -3.6524 -0.2156
H -6.2555 -2.9897 0.2925
H -7.2633 -3.1501 -0.8257
O 2.4127 5.3421 1.5269
H 2.8485 4.4920 1.4669
H 1.9019 5.4074 0.7200
O 2.8817 -0.3573 6.6618
H 2.5036 0.4960 6.8740
H 2.2494 -0.9910 7.0008
O 2.8502 -4.7479 -6.0224
H 2.2982 -3.9706 -6.1077
H 2.5721 -5.1507 -5.1998
O -2.7072 5.0223 -0.3859
H -3.5315 5.5051 -0.3264
H -2.9628 4.1021 -0.3210
O -0.1801 -1.0980 -7.2909
H -0.8329 -0.8780 -6.6264
H -0.6784 -1.1589 -8.1059
C -2.6665 -7.0159 4.3376
C -1.8760 -7.8455 5.3357
C -0.3797 -7.9769 5.0682
O -1.9650 -7.2272 6.6155
H -2.2154 -6.9846 3.3458
H -2.6072 -5.9910 4.7039
H -3.6821 -7.3835 4.1907
H -2.3334 -8.8346 5.3113
H -0.2532 -8.3322 4.0456
H 0.0363 -8.6571 5.8115
H 0.1905 -7.0573 4.9368
H -1.5849 -7.7580 7.3193
C 0.2055 -0.5313 -0.8223
C -0.9987 -0.6343 0.1796
C -0.6261 -0.1184 1.5526
O -2.1763 0.0880 -0.1642
H 0.3274 0.5137 -1.1074
H -0.2115 -0.9999 -1.7137
H 1.1302 -1.0690 -0.6129
H -1.2795 -1.6869 0.2150
H -1.4253 -0.3520 2.2561
H -0.2675 0.9069 1.6430
H 0.1697 -0.7646 1.9230
H -2.6009 -0.3486 -0.9062
C 2.0872 5.7607 -6.8206
C 3.0628 6.3139 -5.7511
C 2.8274 7.8526 -5.4389
O 2.8029 5.6765 -4.5389
H 2.4497 6.0137 -7.8169
H 1.0544 6.0559 -6.6356
H 2.2317 4.6803 -6.8252
H 4.0615 6.0757 -6.1171
H 3.5191 8.1410 -4.6475
H 1.8092 8.1158 -5.1522
H 3.0346 8.4720 -6.3115
H 1.8775 5.4240 -4.5762
*
```

## Properties
Highest occupied orbital energy: -10.017 eV
LUMO energy: 0.119 eV
E_tot: -38742.248 eV
Energy relative to the best compared isomer or geometry (same formula, charge and spin): 31.20 kcal/mol
HOMO-LUMO gap: 10.14 eV

Löwdin atomic charge list, values in e, 5 entries: -0.055 0.026 0.029 -0.056 0.028


3.
Density functional theory data (ωB97M-V/def2-TZVPD) for C9H4Cl3N2O3PdS5Sb as an isolated structure.

The geometry in ORCA input format:
```
! RIJCOSX wB97M-V def2-TZVPD def2/J DEFGRID3
* xyz -2 1
Pd -1.5475 1.4214 -0.9637
S -6.0612 0.8690 0.2055
Sb -4.8431 1.4489 -1.6378
S -2.9584 0.0215 -2.0488
S -3.1304 3.0542 -1.1126
S -5.9806 1.9564 -3.5391
O 1.5240 0.8926 -2.3866
C 1.2386 0.0997 -1.5065
N 0.0542 0.0029 -0.8489
S 0.0490 -1.1239 0.3214
O -0.0858 -0.5176 1.6244
O -0.7972 -2.2471 0.0348
C 1.7352 -1.6219 0.0808
C 2.4788 -2.5794 0.7439
C 3.7907 -2.7691 0.3286
C 4.3239 -2.0195 -0.7202
C 3.5568 -1.0636 -1.3735
C 2.2508 -0.8784 -0.9560
H 2.0529 -3.1548 1.5555
H 4.4083 -3.5085 0.8248
H 5.3494 -2.1892 -1.0262
H 3.9455 -0.4694 -2.1905
Cl -2.4717 3.9503 3.4151
C -2.1634 2.3219 2.7242
Cl -3.6460 1.6089 2.1386
Cl -1.3713 1.3180 3.9664
C -1.2187 2.5136 1.6076
N -0.4827 2.6630 0.7389
*
```

## Properties
Highest occupied orbital energy: -1.852 eV
LUMO energy: 4.144 eV
E_tot: -120285.170 eV
Energy relative to the best compared isomer or geometry (same formula, charge and spin): 0.00 kcal/mol
HOMO-LUMO gap: 6.00 eV

Löwdin atomic charge list, values in e, 5 entries: 0.227 -0.336 -0.244 -0.066 -0.123